This record from the OMol25 dataset describes C53H45LuN13O2S as an isolated structure. The level of theory is the ωB97M-V functional and the def2-TZVPD basis.

```
! wB97M-V def2-TZVPD RIJCOSX def2/J DEFGRID3
* xyz 1 1
Lu 0.915 0.647 -0.196
C 4.325 -1.818 -2.179
C 3.204 -1.011 -1.941
N 3.008 -0.379 -0.810
C 3.950 -0.454 0.175
C 5.100 -1.256 0.032
C 5.255 -1.950 -1.187
C 6.079 -1.285 1.053
C 5.932 -0.442 2.116
C 4.813 0.404 2.246
C 3.770 0.386 1.331
N 2.639 1.155 1.329
C 2.311 2.066 2.300
C 2.638 2.054 3.646
C 2.252 3.088 4.527
C 1.548 4.167 4.087
C 1.157 4.213 2.727
C 0.438 5.300 2.183
C 0.079 5.288 0.864
C 0.379 4.152 0.095
N 1.024 3.112 0.565
C 1.480 3.154 1.852
H 4.444 -2.311 -3.135
H 2.448 -0.867 -2.703
H 6.141 -2.562 -1.332
H 6.951 -1.923 0.947
H 6.707 -0.397 2.875
H 4.799 1.104 3.067
H 3.211 1.230 4.046
H 2.547 3.027 5.569
H 1.289 4.986 4.750
H 0.186 6.139 2.823
H -0.443 6.120 0.410
H 0.073 4.106 -0.944
N -5.888 2.427 -3.469
C -7.266 2.429 -3.553
C -8.156 2.956 -4.490
C -9.499 2.784 -4.228
C -9.947 2.109 -3.075
C -9.061 1.588 -2.157
C -7.695 1.749 -2.407
N -6.601 1.335 -1.660
C -5.560 1.751 -2.323
C -4.179 1.567 -1.860
C -3.882 0.567 -0.939
C -2.581 0.401 -0.528
N -1.563 1.162 -0.952
C -1.861 2.143 -1.804
C -3.135 2.375 -2.290
H -5.248 2.733 -4.181
H -7.812 3.482 -5.374
H -10.230 3.178 -4.925
H -11.013 2.003 -2.912
H -9.395 1.070 -1.264
H -4.676 -0.074 -0.574
H -2.321 -0.391 0.167
H -1.042 2.765 -2.136
H -3.289 3.175 -3.003
N -2.302 3.537 6.489
C -2.024 3.023 5.497
C -1.671 2.378 4.253
C -0.956 1.190 4.248
C -0.604 0.641 3.030
N -0.906 1.202 1.855
C -1.641 2.317 1.877
C -2.045 2.940 3.038
H -0.675 0.710 5.176
H -0.050 -0.284 2.980
H -1.918 2.734 0.919
H -2.624 3.853 3.002
N -2.139 1.630 -5.190
C -1.032 1.688 -4.836
N 0.235 1.738 -4.466
C 0.726 1.592 -3.303
N 1.268 1.497 -2.266
O 0.047 -1.135 -1.510
S -0.747 -2.263 -2.130
C 0.273 -2.973 -3.451
C -0.001 -2.164 -4.712
C -1.515 -1.972 -4.731
C -1.900 -1.505 -3.327
H -0.075 -4.005 -3.563
H 1.305 -2.979 -3.100
H 0.355 -2.687 -5.599
H 0.509 -1.199 -4.664
H -2.008 -2.918 -4.968
H -1.825 -1.230 -5.464
H -2.917 -1.776 -3.040
H -1.769 -0.428 -3.208
C 3.374 -4.840 3.425
N 3.018 -3.463 3.088
N 2.276 -3.135 1.967
C 1.734 -1.875 2.144
O 1.063 -1.281 1.273
C 2.131 -1.464 3.440
C 2.899 -2.457 3.976
C 3.541 -2.537 5.317
C 2.352 -3.905 0.771
C 3.565 -4.419 0.331
C 3.603 -5.207 -0.811
C 2.439 -5.467 -1.521
C 1.235 -4.930 -1.084
C 1.183 -4.146 0.060
H 2.933 -5.519 2.706
H 2.991 -5.088 4.412
H 4.455 -4.979 3.417
H 1.908 -0.511 3.895
H 3.505 -1.560 5.796
H 4.584 -2.849 5.235
H 3.024 -3.252 5.962
H 4.478 -4.196 0.872
H 4.550 -5.616 -1.148
H 2.471 -6.090 -2.409
H 0.315 -5.153 -1.616
H 0.246 -3.735 0.416
*
```

These are the Löwdin partial charges, in e, on atoms 1 to 99: atom 1 (Lu): 1.72, atom 2 (C): -0.04, atom 3 (C): -0.13, atom 4 (N): 0.01, atom 5 (C): -0.15, atom 6 (C): -0.17, atom 7 (C): -0.01, atom 8 (C): -0.06, atom 9 (C): -0.07, atom 10 (C): -0.02, atom 11 (C): -0.24, atom 12 (N): -0.04, atom 13 (C): -0.24, atom 14 (C): -0.04, atom 15 (C): -0.07, atom 16 (C): -0.05, atom 17 (C): -0.16, atom 18 (C): 0.00, atom 19 (C): -0.04, atom 20 (C): -0.14, atom 21 (N): 0.03, atom 22 (C): -0.17, atom 23 (H): 0.11, atom 24 (H): 0.09, atom 25 (H): 0.13, atom 26 (H): 0.11, atom 27 (H): 0.11, atom 28 (H): 0.09, atom 29 (H): 0.08, atom 30 (H): 0.11, atom 31 (H): 0.12, atom 32 (H): 0.13, atom 33 (H): 0.11, atom 34 (H): 0.10, atom 35 (N): 0.17, atom 36 (C): -0.19, atom 37 (C): -0.02, atom 38 (C): -0.09, atom 39 (C): -0.09, atom 40 (C): -0.01, atom 41 (C): -0.22, atom 42 (N): 0.18, atom 43 (C): -0.29, atom 44 (C): -0.11, atom 45 (C): 0.01, atom 46 (C): -0.16, atom 47 (N): -0.03, atom 48 (C): -0.16, atom 49 (C): 0.00, atom 50 (H): 0.16, atom 51 (H): 0.11, atom 52 (H): 0.10, atom 53 (H): 0.10, atom 54 (H): 0.11, atom 55 (H): 0.12, atom 56 (H): 0.11, atom 57 (H): 0.08, atom 58 (H): 0.12, atom 59 (N): 0.18, atom 60 (C): -0.15, atom 61 (C): -0.20, atom 62 (C): 0.02, atom 63 (C): -0.10, atom 64 (N): 0.04, atom 65 (C): -0.13, atom 66 (C): 0.01, atom 67 (H): 0.13, atom 68 (H): 0.08, atom 69 (H): 0.10, atom 70 (H): 0.13, atom 71 (N): 0.12, atom 72 (C): -0.39, atom 73 (N): 0.10, atom 74 (C): -0.37, atom 75 (N): 0.02, atom 76 (O): -0.67, atom 77 (S): 0.99, atom 78 (C): -0.32, atom 79 (C): -0.21, atom 80 (C): -0.21, atom 81 (C): -0.29, atom 82 (H): 0.10, atom 83 (H): 0.08, atom 84 (H): 0.12, atom 85 (H): 0.10, atom 86 (H): 0.12, atom 87 (H): 0.11, atom 88 (H): 0.09, atom 89 (H): 0.07, atom 90 (C): 0.02, atom 91 (N): -0.04, atom 92 (N): 0.08, atom 93 (C): -0.40, atom 94 (O): -0.13, atom 95 (C): 0.05, atom 96 (C): -0.25, atom 97 (C): 0.01, atom 98 (C): -0.18, atom 99 (C): -0.03

This record from the OMol25 dataset describes C53H46BMgN2O4S2 as an isolated structure. The level of theory is the ωB97M-V functional and the def2-TZVPD basis.

```
! wB97M-V def2-TZVPD RIJCOSX def2/J DEFGRID3
* xyz 1 1
Mg 1.232 0.038 -1.482
C -2.308 6.979 1.899
C -1.734 5.601 1.728
C -1.543 5.058 0.462
C -1.018 3.785 0.298
C -0.679 3.056 1.423
C -0.825 3.583 2.699
C -1.363 4.849 2.843
S -0.009 1.418 1.256
O 0.136 1.227 -0.242
C -1.377 0.399 1.809
C -1.062 -0.341 2.972
C -1.969 -1.211 3.499
C -3.221 -1.404 2.872
C -4.164 -2.333 3.378
C -5.367 -2.508 2.761
C -5.689 -1.760 1.605
C -4.804 -0.856 1.095
C -3.541 -0.655 1.712
C -2.596 0.275 1.188
C -2.992 1.108 0.012
C -3.780 2.280 0.229
C -4.173 2.693 1.525
C -4.897 3.838 1.697
C -5.267 4.625 0.586
C -4.900 4.250 -0.674
C -4.144 3.073 -0.884
C -3.717 2.697 -2.185
C -2.975 1.574 -2.381
C -2.640 0.774 -1.268
S -1.642 -0.680 -1.469
O -0.562 -0.294 -2.469
C -2.724 -1.781 -2.330
C -2.906 -1.705 -3.704
C -3.754 -2.608 -4.318
C -4.425 -3.584 -3.579
C -5.322 -4.576 -4.262
C -4.221 -3.640 -2.204
C -3.364 -2.751 -1.574
H -2.664 7.378 0.951
H -1.556 7.665 2.293
H -3.141 6.969 2.603
H -1.816 5.637 -0.411
H -0.867 3.363 -0.686
H -0.528 3.012 3.570
H -1.488 5.265 3.835
H -0.090 -0.213 3.434
H -1.735 -1.772 4.396
H -3.912 -2.897 4.267
H -6.083 -3.216 3.154
H -6.647 -1.907 1.125
H -5.059 -0.290 0.209
H -3.890 2.099 2.385
H -5.191 4.146 2.692
H -5.845 5.527 0.739
H -5.178 4.851 -1.531
H -3.987 3.327 -3.024
H -2.628 1.294 -3.366
H -2.367 -0.966 -4.283
H -3.902 -2.559 -5.390
H -5.774 -4.151 -5.157
H -6.118 -4.912 -3.600
H -4.754 -5.457 -4.568
H -4.732 -4.395 -1.618
H -3.195 -2.809 -0.505
N 1.928 -1.624 -3.053
C 1.113 -2.751 -2.811
C 0.633 -3.591 -3.775
C -0.186 -4.691 -3.430
C -0.495 -4.964 -2.130
C -0.040 -4.096 -1.109
C -0.325 -4.274 0.265
C 0.118 -3.359 1.177
C 0.805 -2.221 0.713
N 1.078 -2.015 -0.552
C 0.719 -2.965 -1.461
H 2.813 -1.658 -2.546
H 2.127 -1.492 -4.037
H 0.901 -3.432 -4.812
H -0.541 -5.340 -4.219
H -1.088 -5.831 -1.865
H -0.888 -5.146 0.578
H -0.070 -3.477 2.235
H 1.122 -1.450 1.408
C 8.399 0.522 3.152
C 8.817 0.663 1.682
C 9.158 2.131 1.390
C 10.078 -0.173 1.464
C 7.663 0.223 0.780
C 7.792 -0.809 -0.149
C 6.742 -1.208 -0.979
C 5.553 -0.537 -0.845
O 4.364 -0.707 -1.518
B 3.450 0.243 -0.991
O 4.124 0.979 0.001
C 5.405 0.489 0.072
C 6.434 0.888 0.890
H 9.219 0.824 3.807
H 8.140 -0.512 3.383
H 7.537 1.147 3.388
H 9.984 2.459 2.025
H 8.308 2.787 1.581
H 9.455 2.260 0.348
H 10.865 0.179 2.133
H 10.451 -0.086 0.442
H 9.906 -1.228 1.681
H 8.734 -1.328 -0.243
H 6.866 -2.008 -1.697
H 6.286 1.698 1.591
*
```

These are the Löwdin partial charges, in e, on atoms 1 to 99: atom 1 (Mg): 0.65, atom 2 (C): -0.04, atom 3 (C): -0.26, atom 4 (C): -0.02, atom 5 (C): -0.05, atom 6 (C): -0.37, atom 7 (C): -0.07, atom 8 (C): -0.03, atom 9 (S): 1.11, atom 10 (O): -0.58, atom 11 (C): -0.31, atom 12 (C): -0.09, atom 13 (C): -0.01, atom 14 (C): -0.15, atom 15 (C): -0.02, atom 16 (C): -0.06, atom 17 (C): -0.05, atom 18 (C): -0.01, atom 19 (C): -0.11, atom 20 (C): -0.15, atom 21 (C): -0.15, atom 22 (C): -0.11, atom 23 (C): 0.00, atom 24 (C): -0.05, atom 25 (C): -0.06, atom 26 (C): -0.02, atom 27 (C): -0.15, atom 28 (C): 0.00, atom 29 (C): -0.03, atom 30 (C): -0.29, atom 31 (S): 1.08, atom 32 (O): -0.51, atom 33 (C): -0.36, atom 34 (C): -0.05, atom 35 (C): -0.02, atom 36 (C): -0.26, atom 37 (C): -0.04, atom 38 (C): -0.03, atom 39 (C): -0.08, atom 40 (H): 0.08, atom 41 (H): 0.09, atom 42 (H): 0.08, atom 43 (H): 0.12, atom 44 (H): 0.12, atom 45 (H): 0.12, atom 46 (H): 0.12, atom 47 (H): 0.11, atom 48 (H): 0.12, atom 49 (H): 0.12, atom 50 (H): 0.11, atom 51 (H): 0.11, atom 52 (H): 0.13, atom 53 (H): 0.13, atom 54 (H): 0.11, atom 55 (H): 0.11, atom 56 (H): 0.12, atom 57 (H): 0.12, atom 58 (H): 0.11, atom 59 (H): 0.11, atom 60 (H): 0.12, atom 61 (H): 0.08, atom 62 (H): 0.08, atom 63 (H): 0.09, atom 64 (H): 0.12, atom 65 (H): 0.11, atom 66 (N): 0.09, atom 67 (C): -0.24, atom 68 (C): 0.00, atom 69 (C): -0.06, atom 70 (C): -0.03, atom 71 (C): -0.15, atom 72 (C): 0.01, atom 73 (C): -0.02, atom 74 (C): -0.10, atom 75 (N): 0.07, atom 76 (C): -0.18, atom 77 (H): 0.07, atom 78 (H): 0.12, atom 79 (H): 0.12, atom 80 (H): 0.11, atom 81 (H): 0.12, atom 82 (H): 0.13, atom 83 (H): 0.11, atom 84 (H): 0.12, atom 85 (C): -0.05, atom 86 (C): -0.56, atom 87 (C): -0.05, atom 88 (C): -0.07, atom 89 (C): -0.17, atom 90 (C): -0.03, atom 91 (C): 0.02, atom 92 (C): -0.22, atom 93 (O): 0.06, atom 94 (B): -0.39, atom 95 (O): 0.10, atom 96 (C): -0.20, atom 97 (C): 0.06, atom 98 (H): 0.09, atom 99 (H): 0.09

| no. | frontier orbital gap (eV) |
| --- | --- |
| 1 | 6.565 |
| 2 | 6.978 |